No. 1
Here is 2 unconnected molecules or ions with the total composition C3H10OS2 from OMol25. Energies are from ωB97M-V/def2-TZVPD.

The geometry in XYZ format:
```
16
Properties=species:S:1:pos:R:3:forces:R:3:nbo_charge:R:1
C -2.532855 -0.736576 -0.229570 0.47 -2.49 -1.39 -0.621
C -1.421863 0.093713 0.390552 -2.49 0.38 0.71 -0.602
S -0.269151 0.585069 -0.741648 2.22 1.76 -2.50 -0.274
S 0.807909 -1.714117 -0.654943 -0.19 -0.54 -0.96 -0.281
C 1.937385 -1.074611 0.538257 0.10 -0.67 2.71 -0.779
H -2.799858 -1.614021 0.375683 -0.02 0.23 0.32 0.189
H -2.114422 -1.263206 -1.186827 -0.93 1.25 1.44 0.221
H -3.472377 -0.220360 -0.427442 0.22 0.29 -0.27 0.188
H -1.877096 1.016752 0.753954 -0.04 -0.03 0.55 0.198
H -0.937872 -0.413382 1.187321 0.23 -0.59 0.97 0.198
H 1.370804 -0.586747 1.413029 0.76 -0.55 -1.14 0.184
H 2.377216 -2.036472 0.970156 0.09 1.49 -0.30 0.198
H 2.714019 -0.350028 0.234599 -0.29 -0.49 -0.22 0.185
H 1.541053 2.620658 -1.412054 0.44 0.90 0.48 0.490
H 2.477298 2.505507 -0.279620 -0.14 0.81 -0.36 0.470
O 2.199811 3.187821 -0.931447 -0.42 -1.73 -0.04 -0.963
```
Forces are in eV/Å.

Computed properties:
E_HOMO (spin up / spin down)   -1.617 / -3.564 eV
E_LUMO (spin up / spin down)   0.1403 / 0.1337 hartree
Net charge   -1
HOMO-LUMO gap (spin up / spin down)   5.43 / 7.20 eV
Spin multiplicity   2
Largest force on an atom   3.8 eV/Å

***

No. 2
Here is 2 unconnected molecules or ions with the total composition C3H9O3 from OMol25. Energies are from ωB97M-V/def2-TZVPD.

The geometry in XYZ format:
```
15
Properties=species:S:1:pos:R:3:forces:R:3:nbo_charge:R:1
C 0.143404 1.244737 0.668127 -4.54 3.92 0.60 0.042
O 1.352052 1.183171 0.320525 4.06 -1.70 -0.98 -0.853
C -0.893331 0.190674 0.295123 -1.35 0.07 0.02 -0.469
C -0.554098 -0.471691 -0.991234 1.61 0.20 -0.23 -0.089
O -1.537839 -1.334857 -1.502795 -0.06 0.21 -2.30 -0.750
H 0.010158 1.452611 1.790816 -0.38 0.06 -0.59 0.069
H -0.356101 2.158360 0.068922 0.35 -0.40 1.20 0.029
H -1.892070 0.780605 0.168189 1.39 -1.36 0.49 0.179
H -0.934350 -0.557000 1.071625 -0.45 -0.48 0.50 0.176
H -0.285116 0.357321 -1.661353 -0.73 -0.25 -0.61 0.159
H 0.395349 -1.032362 -0.963997 -0.38 0.17 0.53 0.206
H -2.127450 -1.687603 -0.870531 -0.55 -0.17 1.41 0.459
H 2.999774 -0.926031 0.561627 0.60 0.22 0.04 0.438
H 1.594688 -0.184124 0.521275 1.61 -0.59 -0.36 0.479
O 2.084930 -1.173811 0.523684 -1.18 0.11 0.27 -1.077
```
Forces are in eV/Å.

Computed properties:
E_HOMO   -3.292 eV
E_LUMO   0.1426 hartree
Net charge   -1
HOMO-LUMO gap   7.17 eV
Largest force on an atom   6.0 eV/Å

***

No. 3
Here is a single C3H3BF3NO3 molecule from OMol25. Energies are from ωB97M-V/def2-TZVPD.

The geometry in XYZ format:
```
14
Properties=species:S:1:pos:R:3:forces:R:3:nbo_charge:R:1
B -1.451253 0.561633 -0.661809 -1.13 0.46 1.06 1.041
C 0.270759 -1.518808 -0.533699 -0.37 -1.45 -0.72 0.010
C -0.300518 -0.372994 -0.469116 2.02 -0.08 2.15 -0.436
C 1.203402 0.352559 1.075560 -4.12 0.67 -1.96 0.878
N 2.035400 -0.725251 0.772085 2.53 -0.14 -0.83 0.171
O 1.415599 -1.796600 0.267327 1.07 0.47 0.81 -0.301
O -2.542826 0.601239 0.191651 1.32 3.03 -1.67 -0.883
O -1.285902 1.531237 -1.560971 1.00 0.45 -1.07 -0.873
F 1.513627 1.635618 0.895815 0.63 -1.68 -0.10 -0.277
F 0.668752 0.224488 2.280848 0.21 -0.26 -0.39 -0.293
F 2.952632 -0.211120 -0.271619 -1.19 -0.39 0.92 -0.264
H 0.084285 -2.502618 -1.043939 -0.09 1.39 0.35 0.230
H -2.919416 -0.171865 0.472285 -1.05 -3.03 1.32 0.492
H -1.644541 2.392481 -1.414416 -0.84 0.57 0.12 0.505
```
Forces are in eV/Å.

Computed properties:
E_HOMO (spin up / spin down)   -9.874 / -9.874 eV
E_LUMO (spin up / spin down)   -0.0020 / -0.0020 hartree
HOMO-LUMO gap (spin up / spin down)   9.82 / 9.82 eV
Largest force on an atom   4.6 eV/Å

***

Looking at DFT total energy for the records above, in order, we have -991.89604; -345.38953; -720.91186 Eh.
Looking at relative energy (zero: lowest compared OMol25 entry of this formula, charge and spin) for the records above, in order, we have 83.6; 115.7; 0.0 kJ/mol.